*one*
Below is a structure of composition C6H7Cl, with properties calculated with wB97M-V/def2-TZVPD.

Each line ends with the Mulliken charge.
Geometry (Å):
1 C 1.3012 -0.1974 -0.2882  -0.239
2 C -0.5745 -0.8522 0.2154  0.144
3 C 0.7223 1.0351 0.0814  0.581
4 C 1.3612 2.2093 -0.1194  -0.908
5 C -0.8348 0.6026 0.3705  -0.521
6 C -1.2757 -2.0986 -0.1617  -0.832
7 Cl 2.9012 -0.7324 -0.3940  -0.160
8 H 0.8965 3.1070 0.1732  0.328
9 H 2.4426 2.2331 -0.1952  0.265
10 H -1.5762 0.8539 -0.4070  0.219
11 H -1.1127 1.1706 1.3285  0.278
12 H -0.4417 -2.8577 -0.2819  0.261
13 H -1.9962 -1.9583 -0.9924  0.273
14 H -1.8132 -2.5151 0.6709  0.311

The value obtained for the HOMO-LUMO gap (alpha / beta) is 8.0 / 7.9 eV. As for the multiplicity: 1. The HOMO energy (alpha / beta) is -7.548 / -7.954 eV.

---

*two*
Below is an isolated molecule of C6H7Cl, with properties calculated with wB97M-V/def2-TZVPD.

Each line ends with the Mulliken charge.
Geometry (Å):
1 C -0.8287 -0.8348 -2.0813  -0.766
2 C 0.0406 -0.2170 -1.3433  0.243
3 Cl 0.2985 1.5324 -1.5626  -0.195
4 C 0.7768 -0.7270 -0.1899  -0.078
5 C 0.3086 -0.0099 0.9417  0.064
6 C -0.1139 -0.0096 2.1450  -0.334
7 C -0.0267 1.3782 1.4818  -0.735
8 H -1.3538 -0.2589 -2.9432  0.222
9 H -0.9075 -1.9064 -2.0939  0.277
10 H 0.4345 -1.8206 -0.1869  0.240
11 H 1.9210 -0.6255 -0.4354  0.199
12 H -0.1741 -0.3476 3.1566  0.369
13 H -1.0018 1.7578 1.2407  0.219
14 H 0.6265 2.0891 1.8708  0.275

The value obtained for the HOMO-LUMO gap is 10.3 eV. As for the multiplicity: 1. The HOMO energy is -9.367 eV. The SMILES is C=C(Cl)CC1=CC1.

---

*two* has the most favorable energy; the next structure is 0.0988 hartree above.